83
Properties=species:S:1:pos:R:3:forces:R:3 method="wB97M-V/def2-TZVPD" lumo_ev="-5.9 / -7.9" e_homo_ev="-13.4 / -13.4" spin_multiplicity=2 e_tot_ev=-215703.62961 total_charge=+2 largest_force_ev_per_a=1.72
C -0.404583 0.115816 -3.018168 0.0066 -0.0178 0.0256
C 3.402365 -1.286769 -1.200852 -0.0863 -0.2027 -0.0441
C -1.170822 -3.278488 7.074988 -0.0046 0.0008 -0.0027
C -2.048068 -3.091568 6.016168 -0.0053 0.0006 -0.0030
H 5.046837 -3.791058 -2.819871 0.0024 0.0016 0.0098
H 0.811624 -2.947415 7.827900 -0.0015 -0.0091 0.0016
H 3.380278 1.038439 -0.389465 -0.0047 -0.0001 -0.0055
H 1.576695 -1.747055 5.805733 0.0026 0.0069 -0.0205
C -2.819172 4.281270 -4.326338 -0.0003 0.0290 -0.0013
O 4.209435 0.982800 -0.891216 -0.0582 -0.0243 0.0556
C 1.827737 0.470598 -3.865373 0.0226 -0.0348 0.0127
S -0.184121 -4.359729 0.000110 -0.0264 -0.0080 -0.0293
N 1.241777 -2.063455 -0.496430 -0.0723 -0.1407 -0.0243
C 0.567582 -2.124216 5.873420 -0.1144 -0.0497 0.0342
C 3.675595 -2.565942 -1.746447 0.0265 -0.0420 -0.0829
C -2.845586 4.903878 -2.002655 -0.0001 -0.0052 -0.0061
C 4.367242 -0.261437 -1.349546 0.1228 0.1352 -0.0863
C 1.847525 -0.833836 -4.345174 0.0220 -0.0033 0.0390
H 6.274606 0.274291 -2.141423 0.0005 0.0083 0.0076
Ir 0.246394 0.347521 1.067319 -0.6267 1.0714 -1.1928
C -3.813061 1.218346 0.795407 0.0370 0.0422 0.0648
H 0.768248 -2.676647 -4.551783 -0.0033 0.0015 -0.0007
C 0.130286 -2.797662 7.001923 0.0116 -0.0078 0.0101
C 1.187245 5.055918 1.200668 0.0206 -0.0086 0.0255
H -1.501836 -3.799815 7.962660 0.0001 -0.0012 0.0030
Br 2.202882 5.000881 3.862064 0.0024 0.0056 -0.0079
H 1.396109 6.116825 1.213848 -0.0081 0.0036 0.0105
H 0.679977 1.981692 -2.885148 -0.0068 -0.0547 -0.0123
O 1.904506 0.087965 -0.014015 0.1396 -0.0848 0.1955
H -3.193774 6.268819 -3.617645 0.0067 0.0029 -0.0059
C 2.151968 -1.058370 -0.546557 -0.0333 0.2816 0.0896
H -2.916136 4.550463 -5.369217 -0.0062 -0.0105 -0.0043
H -3.128304 -0.287336 -2.322996 -0.0412 0.0478 0.0438
H -3.063809 -4.363203 -0.931954 -0.0123 -0.0049 0.0113
C -2.971193 5.246908 -3.341883 -0.0158 0.0071 0.0026
C 1.197939 2.910586 2.269569 -0.0849 -0.0855 0.0511
O 1.451341 0.127347 2.611876 0.0412 -0.2315 -0.0098
C 4.843416 -2.811824 -2.410868 -0.0394 0.0075 0.0145
H 2.679943 1.119374 -4.020013 0.0031 0.0035 0.0030
C 0.703377 0.945015 -3.209797 -0.0447 0.1292 -0.0143
H -1.231585 -1.843890 -3.382569 0.0016 0.0168 0.0001
N 1.080068 -0.493282 3.722608 -0.2663 -0.0995 -0.0386
H -2.481962 3.349946 -0.594818 -0.0218 0.0129 -0.0086
H 1.409785 2.270377 3.111042 0.0050 -0.0098 0.0068
C 1.467573 4.268579 2.305170 -0.0016 -0.0134 0.0208
C -2.572852 3.591321 -1.647837 0.0147 -0.0137 0.0034
O -1.636012 0.795693 -0.341342 0.2750 -0.0754 0.1182
C -0.749044 -2.754939 0.129219 -0.1522 0.1243 -0.0796
C -2.539802 2.969584 -3.974029 0.0773 0.0142 -0.0191
C 0.751616 -1.666269 -4.165093 0.0153 0.0014 0.0085
C -2.286849 0.973356 0.762639 -0.4245 0.0558 -0.1691
C 0.642596 4.445180 0.082886 0.0120 -0.0371 -0.0387
F -4.327451 1.181321 -0.432399 0.0200 -0.0049 -0.0235
H -2.410428 2.233696 -4.760424 -0.0089 -0.0235 0.0117
C -1.732052 -5.081251 0.626570 -0.0367 0.0211 -0.0266
F -4.050740 2.404621 1.336313 -0.0051 -0.0148 -0.0169
C 5.554219 -0.524808 -2.038106 -0.0810 -0.0441 0.0217
H -2.297180 -2.252340 4.041495 0.0037 0.0033 -0.0174
N 0.057546 -1.695839 -0.031455 0.6087 -0.1821 0.3139
C -1.632281 -2.423446 4.874492 0.0598 0.0010 0.1134
C -0.332204 -1.950176 4.833099 0.0285 0.0549 0.0010
Ge -2.033348 0.771274 -2.262284 -0.0674 -0.0459 -0.2492
C -2.881955 -4.226777 0.133755 0.0132 0.0115 -0.0180
H -1.805325 -6.099995 0.249612 0.0165 -0.0003 0.0021
O -1.684151 0.914288 1.823031 0.1865 -0.2064 0.4322
H -0.002689 2.576999 -0.757926 0.0487 0.0442 0.0226
H 6.710499 -1.968437 -3.079844 0.0001 -0.0025 -0.0032
H -2.970700 5.657407 -1.236145 -0.0062 -0.0090 0.0095
C 0.404808 3.088532 0.101808 0.0112 -0.0687 0.0030
N 0.668441 2.330697 1.182400 0.1664 0.0749 -0.0121
H -3.800393 -4.414908 0.686733 0.0089 -0.0068 0.0080
H 2.935742 -3.344141 -1.629018 0.0051 0.0020 0.0180
H -3.063383 -3.457695 6.081935 -0.0009 -0.0108 0.0013
H -1.673092 -5.099656 1.714488 -0.0099 -0.0049 0.0022
C 5.783275 -1.776921 -2.555557 0.0237 -0.0007 -0.0014
C -2.416071 2.614539 -2.629723 -0.0287 0.0347 0.0555
C -0.372579 -1.191729 -3.504991 0.0283 -0.0671 0.0518
H 2.721378 -1.199051 -4.867730 0.0168 -0.0132 -0.0148
S -2.411802 -2.490789 0.409915 -0.0418 -0.0321 0.0809
O -0.611528 -1.423069 2.556156 0.2552 -0.2248 0.4764
N 0.074774 -1.237385 3.635190 0.1101 -0.0145 -0.1929
F -4.376518 0.270453 1.530561 -0.0245 -0.0097 -0.0091
H 0.409196 5.010003 -0.808644 -0.0066 0.0033 -0.0013

=====

10
Properties=species:S:1:pos:R:3:forces:R:3 method="wB97M-V/def2-TZVPD" lumo_ev=0.0 e_homo_ev=-7.9 e_tot_ev=-11616.77292 largest_force_ev_per_a=1.10
H -4.840693 0.008164 -0.109957 0.2264 -0.0332 0.3543
C -3.908129 -0.002250 0.437879 -0.6326 0.4139 -0.5381
F 1.572636 0.939770 -0.162693 0.6210 0.3554 0.2637
C 1.967772 -0.511638 -0.162435 0.3218 0.1867 0.3754
C 3.222933 -0.642128 0.274381 -0.4177 -0.1553 -0.1312
H 3.651283 -1.646819 0.304184 -0.1849 0.3083 0.0429
H 3.845823 0.191834 0.618547 -0.2653 -0.2157 -0.2593
C -2.727887 -0.007771 0.821640 -0.0937 0.3381 0.8603
H -3.276589 1.116504 0.909974 -0.0582 -0.6700 -0.1339
Tl -0.466786 -0.198553 -0.663880 0.4833 -0.5283 -0.8342

=====

50
Properties=species:S:1:pos:R:3:forces:R:3 method="wB97M-V/def2-TZVPD" lumo_ev=-0.2 e_homo_ev=-9.2 e_tot_ev=-42444.75534 smiles="Cc1noc(=O)c2ccc(NC(=O)[C@@](O)(C[C@@H]3CCc4ccccc43)C(F)(F)F)cc12" largest_force_ev_per_a=2.83
C -2.427630 1.991448 -4.909338 0.5449 0.4132 -1.2056
O -2.498912 -0.529249 1.352698 0.9464 1.3326 0.1341
C 1.212745 3.589347 -1.831470 0.3415 0.5087 -0.1074
C -1.124739 2.704592 -4.676844 2.3549 1.3881 0.7452
C 2.502802 -4.556311 1.257366 0.6148 0.2160 1.5870
H 3.908499 -5.522346 2.681824 -0.7675 0.8702 -0.2150
C 1.201456 4.304379 -4.272237 0.0010 -0.0706 1.4686
H 2.661136 -5.346205 0.540634 -0.2860 0.0189 -0.3220
C 0.736135 -3.234200 -0.092670 -0.4611 -0.2186 -0.3429
H -0.620752 -1.572642 -0.264694 -0.4314 0.2985 -0.6012
H 0.219493 -4.128721 -0.471710 0.2586 0.1567 0.2422
O 0.640016 4.093856 -5.501481 -0.3480 -0.3805 0.6808
H -1.865592 1.433695 -2.325975 -0.3862 -0.1600 -0.2296
H -3.072834 -1.097153 1.885278 0.3604 0.2513 0.1710
H -3.230284 2.622633 -4.549495 -0.2516 0.1156 0.1407
F -3.030697 -0.381762 3.836901 0.0574 0.3365 0.4245
C 0.698885 2.863175 -0.768504 0.2673 0.0943 -0.0950
H -2.545478 1.876184 -6.007054 -0.0502 -0.0944 0.7251
H 2.095351 4.203000 -1.634531 -0.2557 -0.2250 -0.2939
F -1.472833 0.991553 4.491858 -0.5935 0.1097 -0.8245
H -2.486091 1.035010 -4.401942 0.1299 -0.1292 -0.0558
H -0.914516 -1.741813 3.043243 -0.1266 0.0646 -0.0024
H -1.787196 0.629278 -0.212561 0.4771 0.3812 -0.0504
C 2.166330 -2.553114 3.223934 1.0714 -0.4981 -0.0714
C -0.873739 1.345201 1.438622 2.1105 0.8906 -0.6341
H 3.580572 -3.681572 4.409555 -0.0526 -0.0110 -0.6299
C -0.446483 2.082358 -0.945329 0.2080 0.0209 0.3703
N -0.543150 3.311045 -5.677200 -0.9473 -0.6657 0.5315
H 1.210862 2.874666 0.180138 -0.0806 0.1165 0.0845
C 1.482041 -2.478984 2.021420 0.7428 0.2520 0.2946
H 1.106756 -0.545806 1.025123 -0.4236 -0.8593 0.3791
N -1.034332 1.270601 0.055172 -0.3630 0.0239 1.1572
C 1.651515 -3.467661 1.053850 0.5872 -1.2980 0.3660
C 3.090627 -3.622600 3.426290 -1.0753 -0.0863 0.3516
C 3.215743 -4.666658 2.490413 -0.0241 0.8107 -0.5063
H 1.252189 -2.800509 -0.934401 0.3847 0.1771 -0.4262
C -2.257952 0.675984 3.447305 -0.2076 -0.6113 -0.0955
C 0.640752 3.587010 -3.120819 -1.2158 -1.3422 0.4162
F -3.118638 1.682231 3.177056 0.8742 -0.4159 0.2221
C 0.546516 -1.404248 1.496801 -0.7082 0.4189 1.1703
C -1.001244 2.055852 -2.196695 -0.3634 0.3104 -1.4315
O 2.124441 5.042848 -4.070869 0.2448 0.3658 -1.3426
C -0.230239 -2.217106 0.496550 -0.5142 -0.0050 -1.3688
C -0.407289 -0.879905 2.606467 0.7330 0.9146 0.2321
H 0.193389 -0.419831 3.407779 -0.1964 -0.0784 -0.2483
H 2.057711 -1.774405 3.986953 0.0619 -0.3470 -0.2561
C -0.493950 2.789779 -3.302569 -0.6599 -0.6593 0.1187
C -1.492829 0.163583 2.185068 -1.0616 -1.2829 0.0856
H -1.096054 -2.733037 0.919055 0.2230 0.0988 0.3616
O -0.122506 2.136530 2.031034 -1.7441 -1.5177 -1.1044

=====

12
Properties=species:S:1:pos:R:3:forces:R:3 method="wB97M-V/def2-TZVPD" lumo_ev=-0.2 e_homo_ev=-8.6 e_tot_ev=-9810.19056 largest_force_ev_per_a=4.48
C 0.306079 -0.729771 0.977223 -1.1783 -2.9034 -0.7350
H -1.395885 -2.399659 -0.292764 1.6685 2.5239 -1.2594
H -0.603802 -0.842919 1.573731 -0.0902 0.1709 -0.2432
O 0.129838 3.806503 -0.077183 -0.1481 -1.4395 -0.5750
H 0.749843 0.165635 1.228053 1.4065 1.6654 0.7342
H 0.901971 -1.623726 1.182953 0.3016 0.3952 0.3123
O -1.050835 -1.644479 -0.911523 -0.9986 -2.2046 0.9642
C -0.010355 -0.769131 -0.519675 -1.1730 1.9237 -0.5389
N 0.462662 1.575159 -0.778112 0.3971 -1.9715 -0.5248
C 0.203445 2.705847 -0.449468 0.3327 4.3139 1.1762
H 0.887368 -0.941585 -1.171224 -0.5388 0.0697 0.6571
C -0.580330 0.698126 -0.762010 0.0207 -2.5436 0.0323